# C4H6S

The molecule C4H6S (ωB97M-V with the def2-TZVPD basis set, OMol25).

- HOMO-LUMO gap: 0.281 Ha
- HOMO energy: -8.3 eV

Geometry as XYZ:
```
11
Properties=species:S:1:pos:R:3:nbo_charge:R:1
C -1.22 0.45 0.32 -0.070
C 1.24 0.53 0.39 -0.042
C -2.59 0.05 -0.10 -0.789
C 2.57 -0.09 0.18 -0.778
S 0.07 -0.16 -0.65 0.259
H -2.57 -0.61 -0.95 0.191
H -3.19 0.96 -0.17 0.265
H -2.99 -0.52 0.75 0.264
H 3.17 0.18 1.03 0.233
H 3.13 0.25 -0.82 0.252
H 2.37 -1.02 0.02 0.216
```



# C6H12O

The molecule C6H12O (ωB97M-V with the def2-TZVPD basis set, OMol25).

- HOMO-LUMO gap: 0.380 Ha
- HOMO energy: -9.4 eV

Geometry as XYZ:
```
19
Properties=species:S:1:pos:R:3:nbo_charge:R:1
C -1.81 1.25 -1.02 -0.600
C -0.75 0.16 -1.17 -0.401
C -0.54 -0.66 0.08 -0.250
C 0.50 -1.75 0.15 -0.430
C 0.71 -0.49 0.92 0.236
C 1.83 0.45 0.53 -0.630
O 0.54 -0.63 2.31 -0.703
H -1.79 1.93 -1.88 0.209
H -1.63 1.86 -0.12 0.200
H -2.82 0.85 -0.93 0.204
H 0.19 0.65 -1.45 0.198
H -1.00 -0.48 -2.02 0.201
H -1.44 -0.87 0.65 0.220
H 1.11 -1.91 -0.74 0.210
H 0.27 -2.64 0.72 0.230
H 2.77 0.09 0.98 0.223
H 1.64 1.46 0.90 0.203
H 1.98 0.50 -0.55 0.213
H 0.25 0.23 2.65 0.465
```



# C6H10O

The molecule C6H10O (ωB97M-V with the def2-TZVPD basis set, OMol25).

- HOMO-LUMO gap: 0.326 Ha
- HOMO energy: -8.0 eV

Geometry as XYZ:
```
17
Properties=species:S:1:pos:R:3:nbo_charge:R:1
C -0.94 -2.69 0.06 -0.646
C -0.78 -1.24 0.35 0.035
C 0.18 -0.52 -0.25 -0.228
C 0.64 0.82 0.09 -0.274
C 1.57 1.47 -0.62 0.136
O 1.51 2.84 -0.83 -0.706
C -1.91 -0.56 1.09 -0.651
H -0.80 -3.32 0.95 0.221
H -1.79 -2.98 -0.56 0.219
H -0.03 -3.03 -0.47 0.213
H 0.92 -1.07 -0.83 0.191
H 0.04 1.33 0.82 0.195
H 2.19 0.93 -1.33 0.165
H 1.77 3.31 -0.02 0.480
H -1.55 0.29 1.66 0.214
H -2.43 -1.29 1.71 0.214
H -2.64 -0.13 0.40 0.223
```



# C28H60Cl10F6NO12S2Zn

A structure of composition C28H60Cl10F6NO12S2Zn (ωB97M-V with the def2-TZVPD basis set, OMol25).

- Charge: +1
- HOMO-LUMO gap: 0.205 Ha
- HOMO energy: -11.0 eV

Geometry as XYZ:
```
120
Properties=species:S:1:pos:R:3:lowdin_charge:R:1
Zn -2.29 1.29 2.51 1.009
C -2.47 1.43 -1.38 -0.678
F -3.66 1.92 -1.05 0.136
F -2.54 0.96 -2.59 0.150
F -1.56 2.38 -1.24 0.139
S -2.09 -0.02 -0.16 0.689
O -3.37 -0.26 0.49 -0.322
O -1.57 -1.10 -0.95 -0.237
N -1.15 0.64 1.12 -0.353
S 0.39 0.86 0.60 0.614
O 0.62 0.86 -0.81 -0.237
O 0.88 1.97 1.36 -0.256
C 1.24 -0.72 1.26 -0.674
F 1.50 -0.54 2.54 0.143
F 0.41 -1.75 1.13 0.143
F 2.34 -0.93 0.59 0.191
C 4.04 1.50 3.95 -0.107
O 3.88 1.28 2.56 -0.194
C 4.91 1.89 1.81 -0.204
C 4.86 1.36 0.38 -0.198
O 3.76 1.97 -0.25 -0.203
C 3.74 1.76 -1.65 -0.111
H 3.25 0.93 4.43 0.078
H 3.84 2.55 4.17 0.088
H 5.00 1.20 4.39 0.093
H 5.92 1.80 2.23 0.129
H 4.81 2.98 1.80 0.123
H 4.85 0.27 0.33 0.128
H 5.79 1.68 -0.12 0.130
H 2.92 2.32 -2.09 0.032
H 3.60 0.71 -1.94 0.092
H 4.64 2.17 -2.12 0.095
C -0.36 3.38 3.88 -0.021
O -1.12 2.15 3.81 -0.272
C -1.33 1.53 5.08 -0.138
C -1.43 0.03 4.82 -0.143
O -2.38 -0.22 3.79 -0.248
C -2.50 -1.61 3.45 -0.034
H -0.72 4.03 4.68 0.111
H -0.39 3.98 2.96 0.042
H 0.69 3.12 4.06 0.108
H -2.25 1.89 5.55 0.146
H -0.54 1.67 5.82 0.153
H -1.70 -0.49 5.74 0.153
H -0.42 -0.32 4.56 0.143
H -3.36 -1.71 2.80 0.084
H -2.61 -2.35 4.25 0.117
H -1.60 -1.93 2.92 0.099
C -8.26 -1.09 -0.05 -0.113
O -7.38 -1.46 -1.08 -0.175
C -6.05 -1.05 -0.82 -0.212
C -5.27 -1.26 -2.11 -0.213
O -5.21 -2.59 -2.55 -0.181
C -4.72 -2.74 -3.86 -0.095
H -8.47 -0.02 -0.19 0.088
H -7.82 -1.19 0.95 0.083
H -9.21 -1.63 -0.06 0.089
H -5.70 -1.75 -0.06 0.100
H -5.96 -0.01 -0.50 0.116
H -4.22 -0.96 -1.97 0.090
H -5.65 -0.52 -2.83 0.137
H -5.32 -2.27 -4.64 0.099
H -4.50 -3.79 -4.06 0.087
H -3.66 -2.44 -3.85 0.083
C 6.99 -7.18 0.83 -0.128
O 6.44 -5.98 1.27 -0.165
C 6.03 -5.96 2.60 -0.220
C 4.97 -4.92 2.92 -0.204
O 3.95 -4.88 1.94 -0.156
C 3.50 -3.59 1.68 -0.134
H 6.36 -8.06 1.03 0.090
H 7.95 -7.36 1.34 0.090
H 7.29 -7.22 -0.22 0.088
H 6.89 -5.74 3.25 0.129
H 5.67 -6.96 2.88 0.123
H 5.51 -3.97 2.96 0.122
H 4.55 -5.14 3.91 0.128
H 2.57 -3.66 1.10 0.080
H 4.16 -2.96 1.07 0.092
H 3.26 -3.04 2.60 0.084
Cl -3.45 3.10 -4.47 0.601
C -3.69 4.43 -3.28 -0.637
C -4.14 5.69 -3.98 -0.659
Cl -2.87 6.35 -5.00 0.596
H -2.77 4.61 -2.73 0.057
H -4.38 4.06 -2.53 0.065
H -4.36 6.46 -3.24 0.075
H -5.03 5.57 -4.60 0.073
Cl 1.75 4.59 -3.10 0.591
C 0.14 4.43 -3.83 -0.689
C 0.17 4.00 -5.29 -0.650
Cl 0.45 2.24 -5.38 0.570
H -0.36 5.38 -3.67 0.043
H -0.42 3.66 -3.29 0.028
H 0.92 4.58 -5.83 0.076
H -0.79 4.20 -5.76 0.037
Cl 4.08 7.02 1.71 0.564
C 3.28 5.96 0.55 -0.685
C 2.22 5.05 1.16 -0.665
Cl 0.84 5.99 1.73 0.593
H 4.03 5.35 0.06 0.072
H 2.82 6.59 -0.21 0.064
H 2.69 4.49 1.97 0.063
H 1.91 4.38 0.37 0.054
Cl -4.04 -4.22 0.79 0.551
C -2.70 -4.91 -0.21 -0.630
C -2.79 -4.61 -1.68 -0.665
Cl -1.40 -5.26 -2.56 0.619
H -2.66 -5.97 0.03 0.071
H -1.77 -4.52 0.22 0.059
H -2.85 -3.54 -1.83 0.047
H -3.68 -5.04 -2.14 0.072
Cl -0.25 -2.21 -5.21 0.563
C 0.42 -1.32 -3.82 -0.673
C 0.90 -2.30 -2.75 -0.684
Cl 2.39 -3.11 -3.29 0.568
H -0.33 -0.62 -3.46 0.043
H 1.31 -0.76 -4.09 0.055
H 0.14 -3.06 -2.55 0.003
H 1.10 -1.82 -1.79 0.040
```



# C29H19ClMoN6O2SSe

A structure of composition C29H19ClMoN6O2SSe (ωB97M-V with the def2-TZVPD basis set, OMol25).

- HOMO-LUMO gap (alpha / beta): 0.195 / 0.197 Ha
- HOMO energy (alpha / beta): -6.1 / -6.2 eV

Geometry as XYZ:
```
60
Properties=species:S:1:pos:R:3:nbo_charge:R:1
Mo -0.84 -0.99 0.80 0.910
Cl 2.69 5.37 0.44 -0.019
C 1.64 4.03 0.84 -0.090
C 1.56 3.60 2.18 -0.185
C 0.74 2.56 2.53 -0.271
C -0.01 1.84 1.55 0.412
O -0.73 0.84 1.88 -0.661
C 0.08 2.32 0.20 -0.199
C -0.78 1.77 -0.80 0.209
N -1.43 0.66 -0.67 -0.506
C -2.45 0.31 -1.57 0.128
C -2.65 0.77 -2.85 -0.236
C -3.79 0.38 -3.57 -0.195
C -4.73 -0.44 -3.02 -0.187
C -4.55 -0.93 -1.70 -0.099
C -5.49 -1.75 -1.04 -0.128
C -5.24 -2.16 0.23 -0.253
C -4.01 -1.81 0.84 0.094
N -3.09 -1.09 0.24 -0.401
C -3.39 -0.59 -1.00 0.238
C 0.90 3.42 -0.12 -0.190
H 2.15 4.11 2.93 0.227
H 0.67 2.23 3.55 0.226
H -0.91 2.38 -1.70 0.173
H -1.95 1.45 -3.31 0.215
H -3.92 0.75 -4.58 0.219
H -5.62 -0.72 -3.57 0.216
H -6.41 -2.04 -1.55 0.219
H -5.94 -2.77 0.79 0.228
H -3.76 -2.16 1.83 0.238
H 0.94 3.78 -1.14 0.221
Se 7.12 0.60 0.59 0.905
N 5.97 0.24 1.91 -0.614
C 4.81 0.02 1.37 0.194
C 3.61 -0.32 2.13 -0.119
C 3.60 -0.44 3.51 -0.116
C 2.42 -0.79 4.13 -0.248
C 1.29 -1.02 3.35 0.095
N 1.29 -0.93 2.02 -0.379
C 2.42 -0.55 1.43 0.171
C 2.35 -0.39 -0.02 0.270
N 1.14 -0.53 -0.55 -0.426
C 1.04 -0.49 -1.87 0.092
C 2.12 -0.24 -2.71 -0.256
C 3.36 -0.02 -2.16 -0.113
C 3.49 -0.10 -0.78 -0.118
C 4.75 0.11 -0.08 0.120
N 5.87 0.40 -0.68 -0.597
H 4.51 -0.26 4.07 0.237
H 2.35 -0.88 5.20 0.229
H 0.34 -1.30 3.80 0.242
H 0.05 -0.67 -2.27 0.233
H 1.96 -0.21 -3.78 0.227
H 4.23 0.20 -2.76 0.238
S -1.36 -2.28 2.41 -0.289
C -1.71 -3.07 -1.39 -0.234
O -0.80 -2.21 -0.80 -0.771
H -1.18 -3.96 -1.75 0.172
H -2.22 -2.62 -2.26 0.147
H -2.50 -3.42 -0.71 0.154
```



# C5H11O2S

A cluster of 2 separate species, C5H11O2S in total (ωB97M-V with the def2-TZVPD basis set, OMol25).

- Charge: -1
- HOMO-LUMO gap: 0.286 Ha
- HOMO energy: -4.3 eV

Geometry as XYZ:
```
19
Properties=species:S:1:pos:R:3:nbo_charge:R:1
C 0.14 -0.46 -2.81 -0.606
C 0.00 0.55 -1.68 -0.545
S 1.46 1.61 -1.58 0.115
C 1.55 1.86 0.21 -0.754
H -0.72 -1.13 -2.80 0.200
H 1.04 -1.07 -2.68 0.206
H 0.18 0.01 -3.80 0.184
H -0.17 0.01 -0.74 0.290
H -0.87 1.18 -1.89 0.191
H 2.56 2.22 0.43 0.196
H 0.82 2.59 0.55 0.205
H 1.34 0.92 0.71 0.285
O -1.48 0.39 1.46 -0.782
C -0.78 -0.62 1.69 0.762
O 0.34 -0.90 1.16 -0.812
C -1.28 -1.62 2.74 -0.729
H -2.36 -1.54 2.89 0.195
H -0.99 -2.63 2.47 0.198
H -0.78 -1.37 3.68 0.201
```



# ClFHP

The molecule ClFHP (ωB97M-V with the def2-TZVPD basis set, OMol25).

- HOMO-LUMO gap (alpha / beta): 0.228 / 0.276 Ha
- Spin multiplicity: 3
- HOMO energy (alpha / beta): -6.0 / -11.7 eV

Geometry as XYZ:
```
4
Properties=species:S:1:pos:R:3:nbo_charge:R:1
F 0.78 1.03 -0.64 -0.563
P -0.14 0.47 0.59 0.860
Cl -1.31 -0.84 -0.59 -0.285
H 0.68 -0.65 0.64 -0.011
```



# C16H27NO7PS

A cluster of 3 separate species, C16H27NO7PS in total (ωB97M-V with the def2-TZVPD basis set, OMol25).

- Charge: +1
- HOMO-LUMO gap: 0.264 Ha
- HOMO energy: -11.3 eV

Geometry as XYZ:
```
53
Properties=species:S:1:pos:R:3:nbo_charge:R:1
C 0.35 -0.95 1.63 -0.779
S 1.23 0.71 1.45 0.736
O 1.04 1.38 -0.11 -0.611
C -0.34 1.25 -0.60 0.711
O -0.51 0.89 -1.88 -0.492
C -1.72 1.45 0.29 -0.233
C -3.08 0.61 -0.19 -0.149
C -4.44 0.78 0.72 -0.217
C -4.49 1.75 2.09 -0.173
C -3.15 2.63 2.55 -0.238
C -1.81 2.45 1.63 -0.208
P 3.37 0.39 1.66 1.164
N 3.91 1.80 2.64 -1.116
O 3.97 0.47 0.02 -0.962
H -0.59 -1.07 0.94 0.314
H -0.02 -1.02 2.75 0.293
H 1.19 -1.78 1.43 0.279
H -3.06 -0.10 -1.14 0.292
H -5.41 0.20 0.43 0.278
H -5.45 1.83 2.74 0.249
H -3.12 3.33 3.50 0.261
H -0.78 3.00 1.89 0.231
H 4.94 1.88 2.49 0.417
H 3.44 2.67 2.26 0.392
H 4.96 0.51 0.12 0.533
O -5.56 -0.43 -2.11 -0.606
C -6.77 -0.41 -2.31 0.813
O -7.63 -0.29 -1.28 -0.516
C -9.05 -0.08 -1.41 -0.068
C -9.78 -1.39 -1.60 -0.638
C -7.32 -0.62 -3.69 -0.747
H -9.26 0.64 -2.21 0.183
H -9.38 0.39 -0.48 0.202
H -9.47 -1.90 -2.52 0.210
H -10.86 -1.23 -1.65 0.227
H -9.56 -2.07 -0.77 0.222
H -7.38 -1.69 -3.90 0.253
H -6.64 -0.14 -4.41 0.253
H -8.29 -0.16 -3.85 0.223
O 6.49 -0.28 1.06 -0.672
C 7.62 -0.49 0.62 0.840
O 7.87 -1.57 -0.15 -0.491
C 9.10 -1.81 -0.86 -0.071
C 10.12 -2.48 0.05 -0.639
C 8.77 0.40 1.01 -0.748
H 9.47 -0.90 -1.31 0.183
H 8.85 -2.49 -1.68 0.211
H 10.38 -1.84 0.89 0.207
H 11.03 -2.71 -0.51 0.232
H 9.71 -3.41 0.46 0.227
H 9.16 0.08 1.97 0.261
H 8.40 1.43 1.09 0.245
H 9.57 0.43 0.27 0.233
```



# C4H14NO

A cluster of 2 separate species, C4H14NO in total (ωB97M-V with the def2-TZVPD basis set, OMol25).

- Charge: +1
- HOMO-LUMO gap: 0.470 Ha
- HOMO energy: -15.8 eV

Geometry as XYZ:
```
20
Properties=species:S:1:pos:R:3:nbo_charge:R:1
C 0.14 -1.94 -1.20 -0.640
C 0.76 -0.54 -1.25 -0.239
N 0.87 0.13 0.08 -0.521
C 0.34 1.59 0.02 -0.209
C -1.16 1.59 -0.19 -0.660
H 0.12 -2.17 -2.28 0.247
H 0.90 -2.70 -0.89 0.229
H -0.79 -2.07 -0.66 0.238
H 0.08 0.01 -1.91 0.229
H 1.73 -0.56 -1.75 0.236
H 0.45 -0.26 0.92 0.466
H 1.85 0.26 0.29 0.432
H 0.74 2.12 0.89 0.237
H 0.77 2.07 -0.86 0.223
H -1.71 1.19 0.70 0.230
H -1.57 0.86 -0.87 0.232
H -1.49 2.60 -0.46 0.259
H -0.07 -1.26 3.28 0.497
H -1.36 -0.30 3.31 0.506
O -0.60 -0.62 2.83 -0.992
```



# H3NO2

A cluster of 2 separate species, H3NO2 in total (ωB97M-V with the def2-TZVPD basis set, OMol25).

- HOMO-LUMO gap (alpha / beta): 0.371 / 0.341 Ha
- HOMO energy (alpha / beta): -10.5 / -10.0 eV

Geometry as XYZ:
```
6
Properties=species:S:1:pos:R:3:nbo_charge:R:1
N 0.68 -0.39 0.23 -0.630
O -1.37 0.93 -1.02 -0.378
O -1.13 0.60 0.28 -0.136
H 0.58 -0.77 1.18 0.339
H 1.34 0.44 0.09 0.342
H -1.20 0.14 -1.47 0.462
```



# C34H37MoN5S

A structure of composition C34H37MoN5S (ωB97M-V with the def2-TZVPD basis set, OMol25).

- HOMO-LUMO gap: 0.235 Ha
- HOMO energy: -6.6 eV

Geometry as XYZ:
```
78
Properties=species:S:1:pos:R:3:lowdin_charge:R:1
Mo 0.42 0.31 -0.19 1.278
C -1.63 -3.37 1.54 -0.097
N -0.63 -2.99 0.56 -0.206
C -0.98 -3.44 -0.78 -0.068
C 0.72 -3.17 0.91 -0.199
C 1.09 -4.04 1.94 -0.029
C 2.42 -4.20 2.31 -0.094
C 3.41 -3.51 1.64 -0.094
C 3.05 -2.64 0.62 -0.095
C 1.72 -2.44 0.24 -0.307
N 1.38 -1.46 -0.73 -0.160
C 2.05 -1.52 -1.94 -0.257
C 2.78 -2.62 -2.40 -0.024
C 3.45 -2.58 -3.61 -0.087
C 3.40 -1.45 -4.42 -0.101
C 2.64 -0.37 -3.99 -0.051
C 1.99 -0.41 -2.78 -0.216
N 1.08 0.68 -2.37 -0.282
C 1.75 2.00 -2.44 -0.068
C -0.07 0.65 -3.31 -0.056
H -1.78 -4.46 1.61 0.085
H -2.58 -2.92 1.25 0.081
H -1.35 -2.99 2.52 0.089
H -0.98 -4.54 -0.85 0.091
H -0.27 -3.04 -1.50 0.070
H -1.97 -3.08 -1.04 0.078
H 0.32 -4.60 2.46 0.097
H 2.67 -4.89 3.12 0.097
H 4.45 -3.61 1.92 0.099
H 3.82 -2.06 0.11 0.116
H 2.83 -3.52 -1.79 0.111
H 4.01 -3.45 -3.94 0.102
H 3.93 -1.41 -5.36 0.095
H 2.57 0.51 -4.63 0.104
H 2.12 2.20 -3.45 0.082
H 2.59 2.01 -1.75 0.096
H 1.05 2.78 -2.16 0.070
H 0.27 0.92 -4.31 0.094
H -0.84 1.34 -3.00 0.055
H -0.48 -0.36 -3.33 0.096
C -1.64 2.98 -1.06 -0.042
C -0.66 3.35 0.01 -0.304
C -0.79 4.68 0.51 -0.018
C -0.03 5.09 1.55 -0.002
C 0.87 4.18 2.14 -0.162
C 1.63 4.53 3.28 -0.045
C 2.47 3.62 3.83 -0.072
C 2.59 2.33 3.27 -0.108
C 1.88 1.96 2.16 -0.592
S 2.08 0.35 1.49 0.682
C 0.98 2.90 1.57 -0.222
N 0.22 2.49 0.48 0.029
H -2.65 3.24 -0.72 0.100
H -1.62 1.92 -1.26 0.014
H -1.45 3.55 -1.97 0.093
H -1.51 5.33 0.05 0.118
H -0.12 6.09 1.95 0.123
H 1.53 5.53 3.69 0.112
H 3.05 3.88 4.71 0.106
H 3.26 1.61 3.71 0.101
C -1.70 0.41 2.85 -0.042
C -2.84 0.27 1.87 -0.217
C -4.16 0.35 2.31 -0.056
C -5.22 0.24 1.43 -0.089
C -4.96 0.03 0.08 -0.061
C -3.66 -0.06 -0.40 -0.228
C -3.42 -0.29 -1.87 -0.053
C -2.60 0.08 0.51 -0.280
N -1.29 0.05 0.04 -0.198
H -1.99 0.04 3.83 0.080
H -1.39 1.46 2.96 0.080
H -0.82 -0.14 2.52 0.041
H -4.35 0.50 3.37 0.109
H -6.24 0.30 1.78 0.098
H -5.79 -0.08 -0.62 0.110
H -4.09 -1.06 -2.25 0.082
H -2.39 -0.60 -2.05 0.037
H -3.60 0.62 -2.45 0.082
```



# C3H6N2

The molecule C3H6N2 (ωB97M-V with the def2-TZVPD basis set, OMol25).

- HOMO-LUMO gap (alpha / beta): 0.313 / 0.351 Ha
- HOMO energy (alpha / beta): -8.9 / -9.9 eV

Geometry as XYZ:
```
11
Properties=species:S:1:pos:R:3:nbo_charge:R:1
C 0.97 0.78 -0.12 -0.376
C 1.22 -0.67 0.26 -0.400
C -0.18 -0.29 -0.24 -0.141
N -2.58 0.23 -0.26 -0.301
N -1.14 -0.15 0.67 -0.176
H 0.77 1.58 0.60 0.242
H 1.17 0.94 -1.14 0.222
H 1.83 -1.23 -0.33 0.215
H 1.44 -0.83 1.32 0.226
H -0.37 -0.77 -1.26 0.215
H -3.14 0.42 0.50 0.274
```



# C4H7FN2O

The molecule C4H7FN2O (ωB97M-V with the def2-TZVPD basis set, OMol25).

- HOMO-LUMO gap: 0.308 Ha
- HOMO energy: -7.9 eV

Geometry as XYZ:
```
15
Properties=species:S:1:pos:R:3:nbo_charge:R:1
C 2.15 0.32 0.01 0.651
C -0.45 -0.38 0.45 -0.457
C -0.28 0.99 -0.14 -0.223
C 0.54 -1.38 -0.21 -0.066
N 3.58 0.86 0.10 -0.222
N 1.16 1.23 -0.09 -0.628
O 1.94 -1.01 -0.09 -0.463
F 4.45 -0.28 0.08 -0.302
H -0.04 -0.37 1.44 0.220
H -1.38 -0.86 0.40 0.236
H -0.57 1.28 -1.26 0.224
H -0.61 1.71 0.75 0.224
H 0.65 -2.34 0.23 0.213
H 0.18 -1.43 -1.31 0.173
H 1.49 2.14 -0.31 0.419
```



Number 1: strongest force on any atom 6.411 eV Å⁻¹, DFT total energy -15073.6651 eV. Number 2: strongest force on any atom 0.387 eV Å⁻¹, DFT total energy -8463.2837 eV. Number 3: strongest force on any atom 2.813 eV Å⁻¹, DFT total energy -8429.7348 eV. Number 4: strongest force on any atom 3.909 eV Å⁻¹, DFT total energy -267674.8554 eV. Number 5: strongest force on any atom 1.117 eV Å⁻¹, DFT total energy -133978.5622 eV. Number 6: strongest force on any atom 0.790 eV Å⁻¹, DFT total energy -20295.4309 eV. Number 7: strongest force on any atom 3.173 eV Å⁻¹, DFT total energy -24541.0082 eV. Number 8: strongest force on any atom 9.034 eV Å⁻¹, DFT total energy -52959.4080 eV. Number 9: strongest force on any atom 2.697 eV Å⁻¹, DFT total energy -7906.0295 eV. Number 10: strongest force on any atom 2.845 eV Å⁻¹, DFT total energy -5627.3865 eV. Number 11: strongest force on any atom 0.577 eV Å⁻¹, DFT total energy -56002.0648 eV. Number 12: strongest force on any atom 6.692 eV Å⁻¹, DFT total energy -6182.1888 eV. Number 13: strongest force on any atom 6.432 eV Å⁻¹, DFT total energy -12002.2835 eV.